{"formula": "C2H3FNa2O", "method": "wB97M-V/def2-TZVPD", "elements": ["F", "O", "C", "H", "Na", "Na", "H", "C", "H"], "xyz": [[1.7506, 0.7490, -0.5469], [-1.0985, 0.5230, -0.0882], [1.1898, -0.4054, 0.1257], [0.3539, -1.2534, 0.9650], [0.1389, 2.3605, -0.1492], [-3.3853, 0.4541, -0.6088], [-0.5358, -1.4215, -0.6410], [-0.2537, -0.5262, -0.0592], [1.8403, -0.4800, 1.0026]], "atomic_forces_ev_per_a": [[0.26, 0.73, -0.43], [-0.32, 0.02, 0.47], [0.27, 1.92, -1.04], [-3.62, 0.27, -0.01], [0.27, -0.34, -0.05], [0.74, -0.16, 0.22], [0.04, 0.42, 0.00], [2.30, -2.61, 1.16], [0.06, -0.24, -0.33]], "lowdin_charge": [-0.136, -0.358, -0.120, 0.168, 0.775, 0.863, 0.112, -0.410, 0.107], "spin_multiplicity": 2, "energy_ha": -577.3895, "s_squared": 0.756, "charge": 1}

***

{"formula": "C2H3FO3Tl", "method": "wB97M-V/def2-TZVPD", "elements": ["Tl", "O", "F", "H", "H", "C", "O", "C", "O", "H"], "xyz": [[0.3755, 1.6500, 0.8028], [1.7034, 0.1634, -0.5433], [-1.7139, 0.8369, -0.1977], [-1.1148, -2.3521, 0.4460], [-2.5113, -0.8571, -1.0359], [-1.7107, -0.4962, -0.3929], [0.1945, -0.7664, 0.9103], [-0.9644, -1.2721, 0.4079], [1.2987, -1.0711, -0.0995], [2.6533, 0.0088, -0.2570]], "atomic_forces_ev_per_a": [[0.14, 2.49, 1.20], [2.80, -0.80, -0.23], [-0.04, -0.01, -1.06], [0.19, 0.31, -0.09], [0.04, 0.25, 0.27], [-1.11, -1.02, 1.29], [0.84, -0.63, 0.66], [-0.02, -0.50, -2.03], [-2.03, -1.35, 0.66], [-0.81, 1.26, -0.67]], "lowdin_charge": [1.190, -0.164, -0.094, 0.149, 0.150, -0.040, -0.216, -0.104, -0.046, 0.174], "energy_ha": -575.5807, "charge": 1}

***

{"formula": "C2H3FOTl", "method": "wB97M-V/def2-TZVPD", "elements": ["Tl", "H", "O", "H", "H", "F", "C", "C"], "xyz": [[1.6021, 0.7499, -2.3468], [-1.6669, -0.6980, 1.4548], [0.0848, 1.8173, -1.1426], [-0.0960, 1.6996, -0.1927], [-0.5603, 2.4489, -1.4758], [1.2273, -2.7161, 1.0928], [-0.7618, -1.2725, 1.3631], [0.1708, -2.0292, 1.2472]], "atomic_forces_ev_per_a": [[1.52, -1.11, -1.17], [0.39, -0.33, 0.08], [-1.27, 0.77, 1.45], [-0.01, 0.04, -0.23], [-0.25, 0.24, 0.00], [0.14, -0.30, 0.06], [0.57, -0.64, -0.24], [-1.09, 1.33, 0.05]], "lowdin_charge": [1.067, 0.037, -0.275, 0.090, 0.086, 0.144, 0.093, -0.241], "energy_ha": -425.2430, "charge": 1}

***

{"formula": "C2H3FOTl", "method": "wB97M-V/def2-TZVPD", "elements": ["F", "H", "H", "H", "Tl", "C", "C", "O"], "xyz": [[1.6721, -0.8076, 0.1817], [-0.4814, -0.8501, -1.2774], [0.2778, 0.2467, 1.5699], [-1.6712, -0.7154, 0.1775], [0.5147, 2.5718, -1.2031], [-0.6725, -0.5529, -0.2417], [0.4522, -0.6163, 0.6827], [-0.0916, 0.7238, 0.1103]], "atomic_forces_ev_per_a": [[-0.59, -0.49, 0.50], [-0.05, -0.03, 0.45], [1.09, -4.28, -0.10], [0.30, 0.02, -0.42], [0.23, 0.68, -0.46], [-0.50, -0.15, 0.40], [0.71, 3.88, 2.01], [-1.19, 0.36, -2.37]], "lowdin_charge": [0.091, 0.142, 0.250, 0.139, 1.116, -0.071, -0.180, -0.486], "energy_ha": -425.2287, "charge": 1}

***

{"formula": "C2H3FPb", "method": "wB97M-V/def2-TZVPD", "elements": ["F", "H", "H", "Pb", "C", "H", "C"], "xyz": [[1.4255, -1.2259, -0.0265], [0.2808, 1.0147, 1.3611], [0.0846, -0.1603, -1.5564], [-1.0020, -1.9684, 0.3186], [-0.0897, 0.9260, 0.3366], [-0.8921, 1.6041, 0.0299], [0.1929, -0.1904, -0.4634]], "atomic_forces_ev_per_a": [[-3.24, 2.55, -0.70], [0.08, 0.02, -0.35], [0.57, -0.18, 0.49], [-0.36, -0.87, 0.88], [0.19, -2.51, 0.20], [0.42, -0.16, -0.22], [2.34, 1.15, -0.29]], "lowdin_charge": [-0.256, 0.092, 0.098, 1.341, 0.067, 0.100, -0.442], "spin_multiplicity": 2, "energy_ha": -370.3192, "s_squared": 0.766, "charge": 1}

***

{"formula": "C2H3FS", "method": "wB97M-V/def2-TZVPD", "elements": ["H", "C", "S", "F", "C", "H", "H"], "xyz": [[-0.4321, -0.5824, 0.7758], [-0.0034, -0.1107, -0.0839], [3.7759, 0.9248, -0.1137], [2.9045, -1.5247, 0.0321], [2.7680, -0.2253, 0.3025], [0.0191, 0.9601, -0.0505], [0.2693, -0.6409, -0.9212]], "atomic_forces_ev_per_a": [[-0.07, -0.40, 0.15], [0.25, 1.17, 1.96], [-0.42, -0.24, 0.35], [-0.22, 0.74, 0.40], [-0.01, -0.49, -0.85], [0.06, 0.26, -0.28], [0.41, -1.04, -1.72]], "lowdin_charge": [-0.005, 0.107, 0.695, -0.056, -0.698, -0.005, -0.038], "energy_ha": -575.8887}

***

{"formula": "C2H3FS2", "method": "wB97M-V/def2-TZVPD", "elements": ["S", "H", "C", "S", "H", "F", "H", "C"], "xyz": [[-0.5645, -0.2921, 1.9276], [0.8087, 1.8438, 2.1700], [0.3120, 1.0926, 1.5433], [0.1676, 1.1778, -0.1551], [0.6067, -0.9208, -2.2342], [-1.2417, -1.1235, -0.5498], [0.1936, -1.2315, -2.8615], [-0.2825, -0.5463, 0.1599]], "atomic_forces_ev_per_a": [[1.05, 0.15, -0.89], [-0.06, -0.85, -0.26], [-0.73, 1.81, 0.06], [0.32, -1.12, 1.20], [-0.97, -0.85, -1.71], [-0.62, -0.20, -0.32], [1.09, 0.83, 1.56], [-0.07, 0.23, 0.36]], "lowdin_charge": [0.887, 0.032, -0.865, 0.848, 0.021, -0.115, 0.064, -0.872], "energy_ha": -974.0930}

***

{"formula": "C2H3FSi", "method": "wB97M-V/def2-TZVPD", "elements": ["C", "Si", "C", "H", "H", "H", "F"], "xyz": [[0.7709, 0.2190, -0.4800], [-0.6335, 0.4010, 0.7537], [0.0642, -0.8569, -0.4372], [-0.9095, -0.0791, 2.1754], [0.1743, -1.7746, -1.0858], [-1.5647, 1.4572, 0.2415], [2.0983, 0.6334, -1.1677]], "atomic_forces_ev_per_a": [[3.59, 2.95, 0.47], [0.56, -0.25, -1.30], [-0.28, -2.26, -1.88], [0.51, 0.57, -0.72], [-0.58, 0.85, 1.10], [-0.03, -0.49, 0.50], [-3.77, -1.37, 1.82]], "lowdin_charge": [-0.321, 0.711, -0.208, -0.057, 0.086, -0.062, -0.149], "energy_ha": -467.2292}